(1)
C20H33Cl2N4O3STi as an isolated structure, computed with ωB97M-V/def2-TZVPD.

```
64
Properties=species:S:1:pos:R:3:forces:R:3:mulliken_charge:R:1
Ti -0.625 0.024 -0.176 1.55 0.93 -0.32 -0.12
Cl -2.472 0.128 1.191 -1.49 -0.09 1.25 -0.72
Cl 0.252 2.078 0.447 0.50 1.61 0.29 -0.58
S 0.570 -0.728 2.293 0.58 0.23 1.64 -0.34
O 0.386 0.114 -1.995 -0.04 -0.43 -0.16 0.10
O -0.444 -1.974 -0.175 1.15 -3.67 -1.91 -0.44
O 1.891 -0.501 -0.178 2.21 0.09 -1.59 -0.55
N -0.461 1.391 3.618 0.00 -0.29 -0.07 0.04
N 3.291 0.983 -1.229 0.45 -0.25 -0.07 0.39
N -0.089 -4.099 -0.934 0.02 -0.69 -0.08 0.32
N 1.699 1.209 3.866 0.50 -0.23 0.12 -0.13
C -0.475 1.653 -3.588 -0.60 -0.38 -0.14 -0.33
C 3.817 1.467 -2.492 0.08 -0.09 0.23 -0.98
C 0.614 3.814 -3.775 -0.24 -0.33 0.23 -0.94
C -0.689 0.351 -2.803 -0.99 0.05 1.02 0.07
C -4.184 1.503 -1.342 -0.54 0.42 0.03 -1.61
C -0.098 2.642 4.257 -0.39 0.04 -0.11 -0.44
C -2.767 -1.086 -1.926 -0.49 0.00 -0.28 -1.77
C 0.657 -4.994 -1.813 -0.06 0.19 0.15 -0.92
C -0.740 3.000 -5.584 0.02 0.05 -0.01 -0.55
C 0.080 3.998 -5.047 0.06 -0.18 0.06 -0.43
C 1.421 2.519 4.435 0.22 -0.07 -0.05 -0.47
C 0.166 -2.795 -0.936 -1.17 2.36 1.53 0.81
C -2.735 1.409 -1.662 -0.30 0.63 -0.10 -0.65
C -1.045 -4.731 -0.020 0.19 0.07 -0.19 -0.97
C 2.517 -0.122 -1.190 -1.11 -0.26 1.41 -0.15
C 0.608 0.630 3.299 -0.57 -0.22 -0.68 -0.10
C 0.313 2.662 -3.044 0.21 0.11 0.05 0.17
C 3.758 1.637 -0.021 -0.21 0.43 -0.20 -0.93
C -1.009 1.828 -4.872 0.09 0.35 0.17 -0.25
C -2.003 0.230 -1.784 0.83 -0.19 -2.51 1.91
H 3.440 0.837 -3.304 0.01 0.22 0.14 0.31
H 4.854 1.714 -0.061 -0.08 -0.10 0.04 0.37
H 1.347 -4.396 -2.417 -0.12 -0.21 0.09 0.28
H -1.166 3.149 -6.574 0.03 -0.08 0.09 0.36
H 1.228 -5.725 -1.225 -0.06 0.15 -0.09 0.32
H -1.707 -3.978 0.419 0.25 -0.10 -0.13 0.28
H -0.367 3.507 3.639 0.02 -0.19 0.04 0.22
H 0.312 4.905 -5.608 -0.13 -0.25 0.05 0.35
H -0.023 -5.544 -2.477 0.10 0.17 0.13 0.31
H -0.608 2.719 5.220 0.02 0.17 0.01 0.31
H 1.257 4.556 -3.309 -0.09 0.09 -0.16 0.40
H -1.653 1.054 -5.302 0.25 0.24 0.13 0.37
H 3.353 2.657 0.031 -0.02 -0.22 0.16 0.28
H -4.739 1.945 -2.190 0.05 -0.07 0.02 0.35
H -3.006 -1.575 -0.962 0.15 0.24 -0.40 0.20
H 2.639 0.877 3.682 -0.61 0.06 -0.13 0.24
H 2.495 -0.649 -2.160 -0.05 0.06 0.33 0.38
H -1.627 -5.467 -0.592 0.04 0.22 0.16 0.34
H -4.694 0.561 -1.104 0.38 0.15 0.07 0.34
H -1.359 1.229 3.163 0.42 -0.03 -0.16 0.20
H -2.236 2.367 -1.834 -0.07 -0.31 0.08 0.35
H 3.446 1.071 0.860 -0.12 0.07 -0.25 0.18
H -0.499 -5.265 0.773 -0.17 0.20 -0.14 0.32
H 1.696 2.560 5.492 0.08 0.03 -0.04 0.28
H -0.803 -0.460 -3.541 -0.27 -0.04 -0.29 0.17
H -4.360 2.202 -0.513 -0.02 -0.17 0.12 0.28
H 3.512 2.508 -2.671 -0.06 -0.28 0.01 0.28
H 0.682 2.526 -2.024 -0.02 0.01 -0.34 0.30
H 1.962 3.303 3.894 -0.09 -0.08 0.08 0.26
H -2.223 -1.799 -2.565 0.04 0.09 0.25 0.34
H 0.940 -2.450 -1.647 -0.40 0.01 0.36 -0.24
H 4.917 1.432 -2.488 -0.12 0.00 -0.04 0.34
H -3.729 -0.894 -2.438 0.19 -0.21 0.11 0.51
```
Forces are in eV/Å.

The total charge is -1. The orbital gap (alpha / beta) comes out at 3.66 / 6.64 eV. Its expectation value of S² is 2.0239. For the HOMO energy (alpha / beta), the calculation gives -1.218 / -4.222 eV. Its spin multiplicity is 3.

=====

(2)
C20H33Cl3MoN3OS3 as an isolated structure, computed with ωB97M-V/def2-TZVPD.

```
64
Properties=species:S:1:pos:R:3:forces:R:3:mulliken_charge:R:1
Mo -0.123 0.087 -0.052 -0.44 -1.19 1.28 -0.34
Cl 4.679 -0.768 -2.169 -0.02 -0.05 0.11 -0.07
Cl 5.022 -3.125 -0.529 -0.20 0.20 -0.09 -0.07
Cl 2.019 -2.941 0.367 -0.04 -0.08 0.13 -0.08
S -2.508 0.825 -0.196 -0.04 0.12 -0.04 0.26
S -1.184 -1.561 1.637 -0.22 -0.10 -0.05 0.31
S -1.179 -1.958 -1.362 -0.01 0.50 -0.52 0.14
O -0.433 0.834 -2.020 0.10 0.37 -0.07 -0.18
N 1.813 -0.764 -1.234 0.09 -0.01 -0.15 0.63
N 1.371 0.374 -3.309 0.02 0.02 -0.03 -0.08
N -0.002 2.181 -3.769 0.03 -0.09 0.03 -0.37
C 2.672 -1.836 -0.755 0.34 0.00 -0.03 -0.28
C -1.118 -3.475 -0.410 0.18 -0.02 0.00 -0.80
C 3.376 0.837 0.771 0.03 0.00 0.09 -1.39
C 1.913 1.005 0.980 0.07 0.10 -0.07 1.31
C 1.142 0.338 1.962 -0.06 0.11 -0.07 1.04
C -3.314 -0.160 -1.491 -0.01 0.01 -0.03 -0.88
C -1.477 -3.275 1.050 0.07 -0.02 0.02 -1.00
C 1.658 -0.664 2.941 0.06 0.09 0.06 -1.80
C 1.119 2.018 0.383 -0.12 0.08 -0.09 -0.49
C 0.297 1.129 -3.017 0.01 -0.04 -0.16 0.33
C 3.966 -1.924 -1.107 0.03 -0.14 0.06 0.46
C -1.032 3.279 1.036 -0.06 0.00 0.01 -1.47
C -0.876 1.084 3.379 0.02 -0.04 0.09 -1.60
C -0.086 1.081 2.107 0.12 0.05 -0.20 0.79
C -2.968 -1.084 1.787 -0.06 -0.03 0.00 -1.21
C -3.309 0.315 1.333 0.10 0.05 0.11 -0.94
C -2.958 -1.632 -1.592 -0.06 -0.12 0.10 -1.05
C -0.106 2.111 1.115 0.25 0.08 -0.32 0.64
C 1.572 2.977 -0.667 0.00 0.04 0.01 -1.71
C 1.552 -0.926 -2.708 -0.01 -0.03 -0.16 -1.03
H -3.513 -2.243 -0.881 0.07 0.05 0.03 0.38
H -2.981 1.060 2.052 -0.03 0.01 0.01 0.09
H 3.737 -0.154 1.030 0.02 -0.02 -0.02 0.49
H -4.389 0.442 1.238 0.02 -0.07 -0.11 0.74
H -1.195 3.602 0.009 -0.01 0.00 0.00 0.43
H -3.536 -1.807 1.212 -0.01 -0.01 -0.02 0.47
H -1.227 0.105 3.704 -0.02 0.01 -0.04 0.28
H -0.579 4.114 1.578 0.01 0.00 0.00 0.40
H 2.064 3.834 -0.201 0.01 0.01 0.02 0.42
H -3.079 0.368 -2.415 0.06 -0.01 0.06 0.42
H 2.502 -1.223 2.548 0.00 -0.01 0.00 0.48
H 0.734 3.364 -1.243 0.00 0.02 -0.01 0.41
H 3.865 1.541 1.455 -0.03 -0.02 0.01 0.35
H -0.790 2.756 -3.515 0.00 -0.01 -0.01 0.29
H 0.465 2.381 -4.641 0.00 0.00 0.00 0.22
H -0.085 -3.794 -0.515 -0.09 -0.05 -0.05 0.36
H 2.431 0.051 -1.220 -0.14 0.04 0.06 -0.34
H -3.253 -1.214 2.833 0.11 -0.01 -0.02 0.75
H 0.892 -1.365 3.265 0.01 0.00 0.02 0.29
H -0.920 -3.964 1.686 0.10 0.12 0.00 0.52
H -0.185 1.424 4.157 0.01 -0.02 0.01 0.41
H 0.689 -1.566 -2.860 0.10 0.07 0.01 0.32
H 2.005 -0.133 3.833 0.00 0.02 0.00 0.40
H 3.719 1.122 -0.223 0.01 0.00 -0.04 0.43
H 1.964 0.619 -4.089 -0.01 0.01 0.02 0.31
H -1.692 1.800 3.376 -0.04 -0.03 -0.05 0.61
H 2.420 -1.379 -3.183 -0.12 0.01 0.02 0.76
H -1.726 -4.233 -0.906 -0.14 0.10 0.02 0.58
H -3.211 -1.990 -2.591 -0.01 -0.02 0.05 0.67
H -2.001 3.090 1.492 -0.01 -0.01 0.00 0.41
H 2.295 2.532 -1.352 0.00 -0.01 -0.02 0.29
H -2.529 -3.472 1.234 -0.02 -0.03 0.06 0.57
H -4.388 -0.046 -1.329 0.00 0.02 -0.03 0.67
```
Forces are in eV/Å.

The total charge is +3. The orbital gap (alpha / beta) comes out at 7.94 / 7.94 eV. For the HOMO energy (alpha / beta), the calculation gives -17.485 / -17.485 eV. Its spin multiplicity is 1.

=====

(3)
C20H33Cl5N6OPd as an isolated structure, computed with ωB97M-V/def2-TZVPD.

```
66
Properties=species:S:1:pos:R:3:forces:R:3:mulliken_charge:R:1
Pd 0.292 0.292 0.353 -0.44 0.26 0.77 -0.07
Cl 0.389 2.059 3.083 0.00 -0.04 0.02 -0.15
Cl 5.157 4.286 1.876 -0.02 0.00 0.00 -0.13
Cl 2.831 0.803 -1.530 0.17 -0.01 -0.09 -0.12
Cl 2.750 3.957 3.825 0.00 -0.01 -0.02 -0.15
Cl 5.197 2.723 -0.818 -0.01 -0.01 0.00 -0.15
O -1.890 -0.579 1.373 0.14 -0.03 -0.37 -0.45
N -0.976 -1.447 3.261 -0.03 0.02 0.01 -0.20
N -2.349 3.445 -1.950 0.01 0.00 0.01 -0.02
N -3.264 -1.412 2.965 -0.01 0.04 -0.04 -0.18
N -0.906 1.791 -0.675 -0.14 0.06 -0.01 0.36
N 1.563 -1.047 1.163 -0.37 -0.29 0.18 0.27
N 2.332 -3.202 1.547 0.02 -0.02 0.01 0.23
C -1.812 4.116 -0.721 0.00 0.00 -0.04 -1.01
C 1.717 1.572 0.788 0.26 -0.04 -0.43 -2.36
C -3.191 2.269 -1.555 0.00 0.03 -0.02 -0.81
C -0.340 2.021 -2.025 0.02 0.03 0.01 -0.27
C 2.806 1.719 -0.059 0.00 -0.03 -0.07 1.61
C 3.339 -2.716 2.498 0.00 0.00 -0.04 -1.04
C 2.365 -4.634 1.208 -0.03 0.01 0.04 -0.70
C -1.219 3.002 -2.830 -0.02 0.02 0.00 -0.83
C 4.556 -2.064 1.841 0.00 0.02 0.00 -0.89
C 3.874 2.557 0.254 0.03 0.07 0.05 -0.07
C -3.535 -2.062 4.236 -0.01 -0.01 0.01 -1.03
C -0.962 3.083 0.049 0.02 -0.01 0.02 -0.56
C 3.424 -4.978 0.173 0.00 -0.01 0.00 -1.01
C 3.854 3.260 1.463 0.02 -0.03 -0.05 0.37
C 1.508 -2.343 0.950 0.10 0.08 -0.05 1.21
C 0.476 -2.863 -0.006 -0.02 -0.01 -0.07 -1.77
C 1.722 2.265 1.988 -0.05 -0.01 0.04 1.21
C -2.286 1.263 -0.817 0.06 -0.02 -0.10 -0.48
C 2.775 3.112 2.336 -0.02 0.01 0.03 0.03
C -2.043 -1.114 2.491 0.21 -0.09 0.06 0.38
H -1.657 2.545 -3.715 0.01 -0.01 0.00 0.28
H 0.951 -3.360 -0.852 0.00 -0.05 0.03 0.46
H -3.995 2.647 -0.926 0.00 0.00 0.00 0.35
H 4.270 -1.438 0.993 -0.01 0.03 0.02 0.26
H -0.093 -1.054 2.977 0.01 0.01 0.00 0.06
H -0.674 3.895 -3.130 0.01 -0.01 -0.01 0.38
H 3.394 -6.045 -0.044 0.00 0.00 0.00 0.41
H -0.192 -3.570 0.484 0.01 -0.01 0.01 0.40
H 0.669 2.409 -1.912 -0.01 0.00 0.01 0.24
H 5.259 -2.810 1.477 -0.02 0.00 -0.03 0.35
H -3.197 -1.453 5.076 0.00 0.00 0.00 0.32
H -2.663 4.472 -0.145 0.00 0.00 0.01 0.33
H 3.640 -3.573 3.097 0.03 0.02 0.01 0.43
H 5.081 -1.438 2.562 0.02 -0.02 0.01 0.35
H 2.851 -2.024 3.190 -0.01 -0.01 0.00 0.46
H 2.545 -5.173 2.138 0.02 0.00 0.00 0.40
H 4.425 -4.739 0.529 0.00 0.00 0.00 0.27
H -2.664 1.027 0.172 -0.02 0.00 0.01 0.45
H -1.228 4.973 -1.052 0.00 0.00 0.01 0.37
H 2.289 -0.749 1.797 0.06 0.11 -0.10 -0.03
H -0.271 1.064 -2.537 0.02 0.00 0.01 0.45
H -3.072 -3.048 4.288 0.00 0.00 0.00 0.33
H -3.624 1.859 -2.465 0.00 -0.02 0.01 0.32
H -4.022 -1.219 2.335 -0.01 -0.01 0.01 0.28
H -4.609 -2.190 4.336 0.00 0.00 -0.01 0.33
H 1.380 -4.940 0.866 0.00 -0.01 -0.01 0.40
H -2.927 4.108 -2.465 0.00 0.01 0.01 0.27
H -0.135 -2.053 -0.402 0.03 0.03 0.05 -0.03
H -1.088 -1.697 4.228 -0.01 -0.01 0.00 0.24
H 3.256 -4.437 -0.760 0.00 0.00 0.00 0.25
H -2.231 0.329 -1.376 0.01 -0.02 0.04 0.44
H 0.053 3.453 0.168 0.01 -0.03 0.03 0.43
H -1.371 2.895 1.038 -0.01 0.01 0.01 0.56
```
Forces are in eV/Å.

The total charge is +2. The orbital gap comes out at 8.38 eV. For the HOMO energy, the calculation gives -13.679 eV. Its spin multiplicity is 1.

=====

(4)
C20H33FN4OS3 as an isolated structure, computed with ωB97M-V/def2-TZVPD.

```
62
Properties=species:S:1:pos:R:3:forces:R:3:mulliken_charge:R:1
S -2.287 -0.770 2.309 -0.71 0.00 0.11 -0.22
S -1.880 0.221 -2.296 -0.32 0.02 0.16 0.07
S -1.486 1.757 1.025 -0.22 0.08 0.00 -0.17
F 4.670 0.025 -3.112 -0.03 0.34 0.46 -0.38
O 0.937 0.428 5.210 0.09 -0.05 0.05 -0.49
N -0.468 0.787 -2.809 -0.15 -0.47 0.15 -0.61
N -1.434 -1.033 -1.362 0.21 0.87 -0.98 -0.29
N -4.020 0.828 0.947 1.58 -0.62 -1.59 0.13
N 2.286 1.179 -3.335 0.09 0.50 0.38 -0.30
C 1.922 -0.578 5.409 -0.32 0.03 -0.20 -0.51
C -0.682 -1.393 1.720 0.24 -0.24 -0.11 -0.11
C 0.352 -3.097 0.069 -0.67 0.21 -0.26 -1.32
C -4.250 2.015 0.100 -1.28 1.18 0.22 -0.41
C 2.325 2.575 -1.165 1.03 0.24 0.42 -0.06
C -4.379 3.331 0.917 -0.18 -0.72 0.05 -1.14
C 4.718 -2.224 -2.415 0.29 0.24 -0.28 -1.43
C 4.220 -0.781 -2.092 -0.41 -2.24 0.23 0.46
C 3.255 1.931 -0.082 -0.23 0.78 -0.63 -1.00
C 2.704 -0.806 -1.945 -0.18 0.19 0.04 -0.16
C -0.105 -1.046 -1.472 1.02 -0.70 0.36 0.70
C 0.463 -0.024 -2.292 -0.46 -0.12 0.08 1.19
C -5.992 -0.606 0.660 0.10 0.77 -0.27 -1.41
C -2.700 0.689 1.331 1.22 0.01 0.14 0.12
C 1.874 0.107 -2.516 -0.07 0.49 -0.69 -0.43
C 0.805 -1.974 -0.859 -0.74 -0.66 0.79 0.61
C -0.853 -2.739 0.972 0.20 -0.16 0.51 -0.80
C 2.836 2.351 -2.612 -0.60 0.62 0.03 -0.98
C 2.114 -1.841 -1.119 1.32 0.46 -0.29 -1.19
C -4.532 -0.356 0.205 -2.03 -0.95 0.66 0.10
H -3.548 2.106 -0.738 0.21 -0.22 0.46 0.14
H -4.579 -0.185 -0.880 0.48 0.24 0.25 0.21
H -6.562 0.324 0.501 0.09 -0.25 0.05 0.30
H 5.561 -2.140 -3.114 -0.12 0.05 0.30 0.41
H -0.155 -0.623 1.144 -0.37 -0.06 0.05 -0.06
H -3.943 4.185 0.391 0.04 -0.19 0.20 0.30
H 5.078 -2.744 -1.520 -0.20 0.06 -0.19 0.32
H 1.504 1.522 -3.880 -0.07 -0.28 0.15 0.49
H 1.190 -3.424 0.699 -0.09 0.18 -0.25 0.37
H 0.286 0.076 4.595 -0.07 0.16 0.01 0.31
H -5.447 3.519 1.083 0.25 0.12 0.00 0.36
H -0.914 -3.522 1.745 -0.09 0.13 -0.26 0.56
H 2.666 -0.194 6.104 -0.04 0.05 -0.01 0.26
H -3.926 3.192 1.905 0.10 0.30 -0.30 0.29
H -5.237 1.868 -0.361 0.28 -0.18 0.09 0.52
H 2.904 0.951 0.251 0.21 0.18 0.07 0.10
H -0.062 -1.581 2.610 -0.23 0.21 -0.12 0.36
H 2.410 -0.825 4.462 0.12 -0.09 0.08 0.21
H -6.044 -0.804 1.736 0.05 -0.28 -0.29 0.32
H 3.358 2.644 0.746 -0.22 -0.52 0.12 0.44
H 1.467 -1.478 5.833 0.16 -0.07 0.03 0.24
H 2.798 -2.566 -0.676 -0.14 0.18 -0.01 0.33
H -6.493 -1.371 0.055 0.23 -0.07 0.32 0.41
H 2.404 3.659 -0.984 -0.18 -0.23 -0.18 0.43
H 1.269 2.320 -1.016 0.20 -0.09 -0.19 0.05
H 2.521 3.234 -3.190 0.12 -0.32 -0.01 0.49
H 0.060 -3.960 -0.549 0.07 0.13 0.20 0.39
H 3.955 -2.825 -2.922 0.08 0.14 0.21 0.37
H 4.261 1.878 -0.525 -0.21 -0.35 0.22 0.24
H -3.963 -1.270 0.387 0.23 0.46 0.05 0.06
H 4.642 -0.532 -1.107 0.21 0.67 -0.47 0.32
H -1.808 -2.775 0.439 0.35 0.20 -0.09 0.21
H 3.935 2.385 -2.617 -0.24 -0.36 0.00 0.26
```
Forces are in eV/Å.

The orbital gap comes out at 7.65 eV. For the HOMO energy, the calculation gives -8.188 eV. Its spin multiplicity is 1.